No. 1
{
  "formula": "C28H16F10LaN6OS2",
  "method": "ωB97M-V/def2-TZVPD",
  "species": ["La", "F", "C", "C", "F", "C", "F", "C", "S", "C", "F", "C", "F", "N", "C", "C", "C", "C", "C", "C", "N", "C", "C", "C", "C", "N", "C", "C", "H", "H", "H", "H", "H", "H", "H", "H", "H", "F", "C", "C", "F", "C", "F", "C", "S", "C", "F", "C", "F", "C", "N", "C", "C", "O", "N", "C", "N", "H", "H", "H", "H", "H", "H", "H"],
  "xyz": [[0.14, -0.45, -1.73], [-6.85, -2.14, -1.66], [-5.74, -1.40, -1.70], [-4.49, -1.99, -1.53], [-4.37, -3.30, -1.31], [-3.35, -1.20, -1.59], [-2.13, -1.82, -1.39], [-3.38, 0.18, -1.79], [-1.98, 1.20, -1.87], [-4.66, 0.75, -1.94], [-4.76, 2.06, -2.12], [-5.82, -0.02, -1.90], [-7.00, 0.57, -2.05], [-1.28, -0.75, 5.87], [-0.92, -0.39, 7.14], [-1.44, -0.71, 8.39], [-0.78, -0.19, 9.48], [0.34, 0.64, 9.35], [0.85, 0.97, 8.12], [0.22, 0.45, 6.99], [0.51, 0.57, 5.68], [-0.38, -0.14, 5.02], [-0.32, -0.29, 3.60], [0.68, 0.39, 2.89], [0.80, 0.21, 1.53], [0.00, -0.60, 0.80], [-0.97, -1.25, 1.49], [-1.16, -1.12, 2.85], [-2.06, -1.33, 5.61], [-2.30, -1.35, 8.49], [-1.14, -0.42, 10.47], [0.81, 1.02, 10.24], [1.72, 1.60, 8.01], [1.35, 1.04, 3.43], [1.57, 0.75, 0.99], [-1.61, -1.92, 0.93], [-1.97, -1.67, 3.31], [7.33, -1.03, -1.55], [6.13, -0.45, -1.55], [6.00, 0.91, -1.29], [7.08, 1.65, -1.06], [4.75, 1.51, -1.30], [4.65, 2.81, -1.06], [3.58, 0.77, -1.56], [2.04, 1.58, -1.60], [3.75, -0.59, -1.82], [2.63, -1.37, -2.08], [4.99, -1.20, -1.83], [5.09, -2.50, -2.12], [0.23, 1.30, -7.59], [0.16, 0.65, -6.30], [-0.67, -0.50, -6.04], [-0.33, -0.78, -4.59], [-0.76, -1.66, -3.85], [0.54, 0.16, -4.16], [0.79, 1.00, -5.18], [1.59, 2.05, -5.04], [-0.01, 0.58, -8.36], [1.24, 1.68, -7.76], [-0.48, 2.13, -7.65], [-0.43, -1.34, -6.69], [-1.73, -0.26, -6.15], [1.96, 2.24, -4.11], [1.74, 2.71, -5.78]],
  "total_charge": 1,
  "energy_ha": -3306.95147
}

---

No. 2
{
  "formula": "C28H18N9S2Sn",
  "method": "ωB97M-V/def2-TZVPD",
  "species": ["Sn", "C", "C", "N", "C", "C", "C", "C", "C", "C", "C", "N", "C", "C", "C", "C", "C", "C", "C", "C", "N", "C", "H", "H", "H", "H", "H", "H", "H", "H", "H", "H", "H", "H", "N", "C", "C", "N", "C", "C", "N", "C", "C", "N", "H", "H", "H", "H", "H", "H", "S", "C", "S", "C", "C", "N", "C", "N"],
  "xyz": [[-0.24, 0.10, 0.00], [-2.44, 3.09, -2.73], [-2.14, 2.10, -1.79], [-0.94, 1.97, -1.26], [0.06, 2.80, -1.60], [-0.15, 3.83, -2.55], [-1.44, 3.94, -3.11], [0.90, 4.69, -2.91], [2.12, 4.51, -2.33], [2.33, 3.51, -1.38], [1.34, 2.63, -0.96], [1.41, 1.66, 0.00], [2.38, 1.53, 0.96], [3.68, 2.02, 0.97], [4.51, 1.96, 2.09], [4.09, 1.35, 3.25], [2.85, 0.71, 3.27], [2.41, -0.05, 4.37], [1.20, -0.70, 4.33], [0.44, -0.59, 3.17], [0.83, 0.10, 2.12], [2.00, 0.77, 2.13], [-3.43, 3.16, -3.15], [-2.89, 1.41, -1.45], [-1.61, 4.71, -3.85], [0.71, 5.47, -3.64], [2.95, 5.14, -2.60], [3.33, 3.46, -0.99], [4.11, 2.45, 0.09], [5.49, 2.41, 2.03], [4.71, 1.33, 4.13], [3.05, -0.11, 5.24], [0.84, -1.27, 5.17], [-0.51, -1.09, 3.07], [-4.46, -1.60, 1.45], [-4.31, -2.75, 0.74], [-3.10, -2.66, 0.11], [-2.52, -1.48, 0.42], [-3.35, -0.85, 1.23], [-3.02, 0.44, 1.76], [-1.89, 1.06, 1.45], [-1.88, 2.24, 2.12], [-3.03, 2.35, 2.86], [-3.74, 1.20, 2.62], [-5.25, -1.37, 2.03], [-5.06, -3.52, 0.73], [-2.62, -3.36, -0.54], [-1.06, 2.91, 2.03], [-3.38, 3.12, 3.51], [-4.63, 1.00, 3.03], [1.73, -2.95, 0.73], [1.37, -3.01, -0.95], [2.54, -1.75, -0.81], [0.61, -3.65, -1.85], [0.63, -3.30, -3.22], [0.64, -3.03, -4.33], [-0.27, -4.70, -1.49], [-0.99, -5.56, -1.23]],
  "total_charge": 1,
  "energy_ha": -2581.11736
}

---

The HOMO results, record by record, are as follows: -10.54, -9.52 eV.
The gap between HOMO and LUMO results, record by record, are as follows: 7.367, 6.120 eV.
The energy above the lowest of the compared OMol25 structures with the same formula, charge and spin results, record by record, are as follows: 0.256, 1.485 eV.